{
  "formula": "ClFH2Si",
  "method": "ωB97M-V with the def2-TZVPD basis set",
  "elements": ["F", "Si", "Cl", "H", "H"],
  "xyz": [[1.203892, 1.357076, -0.144997], [0.669583, -0.167120, 0.008493], [-2.932023, -0.190721, -0.066123], [-0.919424, -0.256014, 0.209803], [1.977972, -0.743223, -0.007176]],
  "forces_ev_per_a": [[-0.786, -1.099, 0.059], [-0.275, 2.444, 0.107], [1.852, -0.035, 0.249], [-1.572, -0.215, -0.366], [0.781, -1.095, -0.049]],
  "molar_mass_g_mol": 84.55,
  "orbital_gap_ev": 6.18,
  "homo_ev": -8.977,
  "e_above_lowest_kcal_mol": 107.5,
  "spin_multiplicity": 1,
  "e_lumo_ev": -2.8
}

{
  "formula": "C13H15Cl2NO3",
  "method": "ωB97M-V with the def2-TZVPD basis set",
  "elements": ["C", "C", "O", "C", "C", "O", "N", "C", "C", "C", "C", "C", "Cl", "C", "Cl", "C", "O", "C", "C", "H", "H", "H", "H", "H", "H", "H", "H", "H", "H", "H", "H", "H", "H", "H"],
  "xyz": [[3.043323, -1.615015, 2.107938], [1.650588, -1.504120, 1.690427], [1.115475, -0.238334, 1.872905], [-0.031011, 0.350530, 1.281602], [-0.169480, 1.803861, 1.963491], [-1.106831, 2.574249, 1.991190], [0.212449, 0.267340, -0.096591], [-0.583267, 1.086961, -0.931016], [-0.552689, 1.131213, -2.340498], [-0.988420, 2.219420, -3.170279], [-0.804062, 2.189338, -4.528359], [-0.009179, 1.231024, -5.134173], [0.296976, 1.353572, -6.868123], [0.306949, 0.079066, -4.457781], [1.026363, -1.365446, -5.276106], [0.047943, 0.054483, -2.996860], [-1.119224, -0.555351, 1.466270], [-1.616072, -0.524515, 2.834065], [-1.860845, -1.969630, 3.302394], [3.200992, -1.371802, 3.131279], [3.672737, -0.908277, 1.464008], [3.412782, -2.621551, 1.922951], [1.567370, -1.765729, 0.689537], [1.082726, -2.124868, 2.328568], [0.818562, 2.297636, 1.980776], [-1.378034, 1.777625, -0.639339], [-1.414638, 3.125382, -2.718030], [-1.043988, 2.951068, -5.158226], [0.367413, -0.865528, -2.379922], [-0.862833, -0.120818, 3.503851], [-2.487578, 0.098588, 2.857543], [-1.012466, -2.343049, 3.910193], [-2.035057, -2.676038, 2.471654], [-2.746978, -2.021284, 3.924661]],
  "forces_ev_per_a": [[2.417, 1.403, -1.485], [-1.453, -0.035, 0.380], [0.405, 3.850, 1.794], [-0.369, -3.164, 1.365], [0.568, 1.335, -2.633], [0.000, -1.941, 0.398], [-3.508, 4.941, -5.758], [1.991, -2.390, 4.675], [1.584, -0.902, -3.360], [-0.211, -0.178, 1.308], [1.560, -0.980, 1.485], [-0.499, -1.453, -1.297], [-0.101, 0.066, 0.884], [0.296, -1.266, 2.681], [-0.674, 1.582, 1.012], [1.085, -1.655, -1.888], [-0.238, 1.318, 1.118], [0.644, -1.412, -0.451], [0.130, -0.202, -0.033], [0.113, 0.252, 0.897], [-0.603, -0.890, 0.953], [-0.073, -0.104, 0.008], [-0.400, -0.853, -1.966], [-0.925, -1.379, 0.345], [0.398, -0.606, 0.813], [0.315, -0.049, 1.386], [-0.048, -0.555, -0.140], [-1.047, 2.334, -1.257], [-0.538, 1.640, -1.213], [0.133, 0.355, -0.037], [-0.576, 0.232, 0.048], [-0.406, 0.161, -0.453], [0.182, 0.503, 0.183], [-0.154, 0.042, 0.234]],
  "molar_mass_g_mol": 304.17,
  "orbital_gap_ev": 8.44,
  "homo_ev": -9.340,
  "e_above_lowest_kcal_mol": 128.2,
  "smiles": "CCOC(C=O)(/N=C/c1ccc(Cl)c(Cl)c1)OCC",
  "spin_multiplicity": 1,
  "e_lumo_ev": -0.9
}

{
  "formula": "C28H82N2O22",
  "method": "ωB97M-V with the def2-TZVPD basis set",
  "elements": ["C", "O", "C", "C", "C", "N", "H", "H", "H", "H", "H", "H", "H", "H", "H", "H", "H", "C", "O", "C", "C", "C", "N", "H", "H", "H", "H", "H", "H", "H", "H", "H", "H", "H", "O", "C", "C", "O", "H", "H", "H", "H", "H", "H", "O", "C", "C", "O", "H", "H", "H", "H", "H", "H", "O", "C", "C", "O", "H", "H", "H", "H", "H", "H", "O", "C", "C", "O", "H", "H", "H", "H", "H", "H", "O", "C", "C", "O", "H", "H", "H", "H", "H", "H", "O", "C", "C", "O", "H", "H", "H", "H", "H", "H", "O", "C", "C", "O", "H", "H", "H", "H", "H", "H", "O", "C", "C", "O", "H", "H", "H", "H", "H", "H", "O", "C", "C", "O", "H", "H", "H", "H", "H", "H", "O", "C", "C", "O", "H", "H", "H", "H", "H", "H"],
  "xyz": [[-3.469106, 2.250751, -2.525482], [-3.192436, 3.632867, -2.904178], [-2.002477, 4.053799, -2.297143], [-0.798093, 3.682526, -3.117573], [0.495470, 4.264104, -2.586576], [-1.007585, 4.205214, -4.493843], [-3.542089, 2.257111, -1.449640], [-2.735072, 1.509652, -2.835636], [-4.389064, 2.027080, -3.042909], [-2.052504, 5.136047, -2.307599], [-1.940962, 3.643211, -1.274652], [-0.715713, 2.595410, -3.143516], [1.305213, 3.950933, -3.241260], [0.660637, 4.093244, -1.515192], [0.347938, 5.329983, -2.719281], [-0.400725, 3.686819, -5.142795], [-1.962764, 4.087659, -4.726953], [0.524678, 4.489818, 1.266773], [0.382995, 4.752729, 2.647200], [0.843680, 3.766008, 3.522642], [0.505819, 4.074946, 4.972722], [1.399668, 3.138961, 5.828707], [-0.866042, 3.733081, 5.122349], [0.133834, 3.515197, 0.953181], [1.612252, 4.517659, 1.052979], [0.020838, 5.263166, 0.758731], [0.485993, 2.773353, 3.236722], [1.944019, 3.726969, 3.491356], [0.667443, 5.165038, 5.226444], [2.448167, 3.287317, 5.596671], [1.149071, 2.104983, 5.600543], [1.369961, 3.378537, 6.895083], [-1.158002, 3.672950, 6.091368], [-1.511685, 4.277649, 4.580600], [1.312145, -4.788659, -2.467300], [1.952156, -3.896919, -1.577954], [2.251219, -2.595292, -2.306265], [1.072668, -1.743568, -2.555562], [0.578143, -4.292051, -2.884248], [1.440825, -3.742469, -0.610239], [2.914936, -4.351989, -1.439109], [2.733645, -2.693226, -3.297754], [2.928023, -2.012651, -1.704692], [0.353248, -2.325096, -2.824340], [5.587657, 1.891568, -1.876673], [4.491791, 1.058904, -1.553128], [3.513812, 1.930603, -0.828151], [2.468494, 1.132518, -0.316715], [6.307442, 1.437653, -2.320282], [3.967518, 0.616079, -2.381238], [4.732527, 0.190543, -0.943813], [3.110776, 2.734687, -1.468495], [3.938903, 2.394884, 0.068230], [1.726654, 1.090541, -0.941224], [1.024533, -0.167734, -4.652867], [1.933733, 0.902993, -4.472593], [3.301983, 0.586463, -5.050408], [3.931161, -0.578972, -4.523427], [1.117578, -0.778093, -3.889156], [1.523172, 1.788847, -4.945633], [1.975825, 1.197706, -3.417342], [4.105430, 1.359117, -5.071436], [3.126891, 0.395316, -6.127983], [3.462505, -1.382915, -4.770774], [-4.894519, -2.415464, -0.378418], [-4.311127, -1.123688, -0.015239], [-4.345917, -0.972913, 1.495231], [-5.701756, -0.830539, 1.989480], [-5.691805, -2.393672, 0.172908], [-3.260384, -1.093522, -0.326713], [-4.862156, -0.335729, -0.497566], [-3.850859, -0.006891, 1.632705], [-3.741931, -1.703635, 2.068009], [-5.938844, -1.338269, 2.793577], [2.468045, -3.464484, 4.826901], [2.867730, -3.426465, 3.460589], [1.686964, -3.330727, 2.546313], [0.739018, -4.344454, 2.798492], [1.804278, -4.144120, 4.962254], [3.467277, -2.491845, 3.337907], [3.467656, -4.326893, 3.153753], [2.107168, -3.528383, 1.534371], [1.103502, -2.367283, 2.543004], [0.107366, -4.271388, 2.065732], [-0.904770, -1.762786, -0.506578], [-0.495240, -0.732335, 0.357950], [-0.760606, 0.652504, -0.169086], [-0.074185, 1.038910, -1.408292], [-0.454171, -1.582552, -1.339522], [-1.094876, -0.772253, 1.268675], [0.584951, -0.908671, 0.603017], [-0.350711, 1.295223, 0.579598], [-1.870360, 0.748608, -0.193047], [-0.565223, 0.640584, -2.129726], [-3.415558, 0.744021, 4.196118], [-2.105929, 1.126340, 3.729805], [-1.136421, 0.183011, 4.301141], [-1.391812, -1.158519, 3.791709], [-4.050139, 1.405560, 3.915729], [-2.091771, 1.297915, 2.630008], [-1.891217, 2.130616, 4.094760], [-1.139761, 0.192555, 5.397569], [-0.128790, 0.440408, 3.960432], [-2.278191, -1.274123, 4.124894], [3.259814, -0.679519, 1.747430], [2.920685, 0.521820, 2.313992], [3.063422, 0.481931, 3.828520], [1.911756, -0.147248, 4.426337], [3.084954, -0.522586, 0.785155], [3.564569, 1.337143, 1.870621], [1.881063, 0.807703, 2.090274], [2.989822, 1.464151, 4.250646], [3.978750, -0.027913, 4.103406], [1.981650, -1.119232, 4.357932], [-0.901876, -4.436415, 0.198574], [-2.313974, -4.950859, 0.244788], [-2.873772, -5.332516, -1.154327], [-3.179755, -4.169145, -1.919590], [-0.959222, -3.538984, -0.190198], [-2.274264, -5.789598, 0.963402], [-2.844212, -4.102828, 0.647037], [-3.747591, -6.000891, -1.096941], [-2.029698, -5.800744, -1.625348], [-3.922193, -3.787093, -1.426289], [-1.509479, -0.459535, -3.388029], [-2.447868, -1.539058, -3.803670], [-1.712803, -2.840646, -4.136195], [-0.922545, -3.331765, -3.100282], [-0.983640, -0.267521, -4.185929], [-3.182451, -1.723537, -3.015571], [-2.970429, -1.185104, -4.707133], [-0.981604, -2.658084, -4.962611], [-2.460917, -3.645561, -4.435483], [-1.461889, -3.754620, -2.418206]],
  "forces_ev_per_a": [[-0.048, 1.421, -0.832], [-0.299, -1.681, 0.179], [0.238, 0.378, -0.016], [0.264, -0.574, -0.866], [-0.754, 0.494, 0.098], [1.572, -0.197, 0.632], [-0.396, -0.374, 0.501], [0.370, 0.251, -0.137], [-0.458, -0.244, 0.257], [-0.010, 0.401, 0.417], [0.174, 0.310, -0.116], [-0.034, -0.179, 0.066], [0.328, -0.053, 0.336], [0.198, -0.387, -0.361], [0.400, 0.417, 0.024], [-0.635, 0.393, 0.268], [-0.925, -0.317, -0.527], [1.591, -0.815, 1.073], [-1.161, 0.318, 0.113], [1.655, 0.396, -0.085], [0.702, 0.317, -0.163], [-0.242, 0.882, -0.071], [-1.073, -0.805, 1.217], [-0.082, -0.043, 0.176], [-0.409, -0.079, -0.386], [-0.529, 0.898, -0.699], [-0.247, -0.133, 0.129], [0.085, -0.017, -0.406], [0.396, -0.957, -0.449], [0.210, 0.101, -0.356], [-0.090, -0.129, 0.318], [-0.544, -0.306, -0.022], [-0.125, 0.218, -0.171], [0.006, 0.452, -0.052], [-0.904, 0.167, -0.088], [0.200, 0.339, -1.353], [-0.524, 0.999, -0.248], [1.409, -0.237, 0.753], [0.323, -0.734, 0.224], [0.037, -0.060, -0.452], [0.579, -0.166, 0.667], [-0.130, -0.701, 0.604], [0.188, 0.487, 0.308], [-0.489, -0.435, -0.205], [0.073, 0.105, -0.119], [0.123, 0.165, 0.159], [-0.521, 0.520, 0.709], [-0.645, -0.453, -0.311], [-0.190, -0.331, -0.026], [0.035, 0.022, -0.952], [0.491, 0.045, 0.502], [0.265, -0.241, 0.085], [0.408, 0.127, -0.375], [-0.080, -0.054, -0.025], [0.075, 0.132, -0.358], [0.209, 0.494, 0.778], [0.528, -0.593, -1.789], [0.069, 0.094, 0.621], [0.099, 0.097, 0.099], [-0.019, 0.117, -0.493], [0.171, -0.311, 0.154], [-0.985, -0.118, 0.667], [-0.055, 0.110, 0.234], [-0.188, 0.310, -0.193], [0.107, 0.950, 0.256], [0.072, -1.786, 0.755], [0.092, 1.045, 0.566], [-0.035, -0.607, -0.230], [-0.078, -0.455, -0.314], [-0.246, -0.236, -0.116], [-0.303, 0.456, -0.175], [0.056, 0.062, 0.466], [-0.472, 0.065, -0.554], [0.887, 0.350, -0.792], [0.503, 0.335, 0.103], [0.178, 0.186, 0.304], [-0.701, 0.433, -1.575], [-0.128, -0.457, 0.213], [-0.181, -0.144, -0.291], [-0.226, -0.943, -0.003], [-0.361, 0.714, 0.491], [-0.181, 0.611, 0.230], [1.085, -0.417, 0.205], [-0.091, -0.349, 0.136], [-0.720, -0.064, -0.331], [1.176, -0.124, 0.370], [0.164, -0.111, -0.827], [-0.808, -0.382, 1.608], [0.186, -0.114, -0.255], [0.191, -0.388, 0.234], [-0.716, 0.433, 0.029], [0.043, 0.771, 0.522], [0.653, 0.425, -0.535], [-0.169, -0.391, -0.442], [0.130, -0.304, -0.267], [-1.246, 1.837, -0.064], [1.194, -0.953, -1.038], [0.277, 0.909, 0.534], [-0.111, 0.043, -0.021], [0.110, -0.962, 0.239], [0.199, -0.174, 0.319], [-0.137, 0.028, -0.161], [-0.174, -0.050, 0.238], [-0.619, -0.696, -0.036], [-0.047, -1.115, -1.773], [0.201, 2.419, 0.766], [-1.249, -0.793, -0.438], [0.552, -0.741, -0.114], [0.228, -0.365, 0.890], [-0.468, -0.500, 0.699], [0.105, -0.043, 0.069], [0.556, 0.687, -0.026], [0.321, 0.012, 0.224], [-0.021, 0.487, 0.120], [-1.661, -0.741, -0.574], [1.652, 0.490, -0.075], [0.756, 0.218, 1.222], [-0.334, -0.462, 0.522], [0.110, -0.092, 0.404], [-0.225, 0.344, -0.517], [-0.811, -0.007, 0.338], [0.367, 0.113, 0.073], [0.152, -0.650, -0.574], [-0.023, 0.756, -0.243], [-1.087, -1.437, -0.662], [0.749, 0.651, -0.083], [-0.690, -0.231, -1.482], [0.583, -0.234, 0.560], [0.215, 0.113, 0.293], [0.288, 0.332, 0.101], [0.020, -0.228, 0.289], [-0.766, -0.139, 0.329], [0.803, 1.146, 0.110], [-0.556, 0.202, 0.093]],
  "molar_mass_g_mol": 798.96,
  "orbital_gap_ev": 9.21,
  "homo_ev": -9.001,
  "e_above_lowest_kcal_mol": 16.1,
  "smiles": "COC[C@H](C)N.COC[C@H](C)N.OCCO.OCCO.OCCO.OCCO.OCCO.OCCO.OCCO.OCCO.OCCO.OCCO",
  "spin_multiplicity": 1,
  "e_lumo_ev": 0.2
}